(1)
{"formula": "C32H58BrCl18F4N2O4S", "method": "ωB97M-V/def2-TZVPD", "total_energy_ha": -13319.46402, "homo_ev": -11.7, "gap_ev": 9.21, "charge": 1, "species": ["C", "C", "Br", "C", "C", "N", "C", "C", "F", "F", "C", "F", "F", "N", "C", "C", "C", "C", "S", "O", "O", "O", "C", "C", "C", "O", "H", "H", "H", "H", "H", "H", "H", "H", "H", "H", "H", "H", "H", "H", "H", "H", "H", "H", "H", "H", "H", "H", "Cl", "C", "C", "Cl", "H", "H", "H", "H", "Cl", "C", "C", "Cl", "H", "H", "H", "H", "Cl", "C", "C", "Cl", "H", "H", "H", "H", "Cl", "C", "C", "Cl", "H", "H", "H", "H", "Cl", "C", "C", "Cl", "H", "H", "H", "H", "Cl", "C", "C", "Cl", "H", "H", "H", "H", "Cl", "C", "C", "Cl", "H", "H", "H", "H", "Cl", "C", "C", "Cl", "H", "H", "H", "H", "Cl", "C", "C", "Cl", "H", "H", "H", "H"], "xyz": [[5.013409, 1.983273, 0.760193], [3.475595, 1.613663, 0.527398], [2.590954, 1.814352, 2.325782], [3.279670, 0.139047, -0.073504], [1.927525, -0.424594, 0.438181], [0.703103, -0.021081, -0.141264], [-0.251127, -0.693741, 0.577826], [-1.735254, -0.448026, 0.173807], [-2.647331, -0.642316, 1.181352], [-1.816906, 0.905795, -0.190374], [-2.059061, -1.260495, -1.151082], [-1.323091, -0.617549, -2.171505], [-3.383742, -1.136990, -1.497121], [0.203916, -1.500571, 1.578028], [-0.508826, -2.335932, 2.565825], [-0.001389, -1.872283, 4.015035], [-1.141767, -1.851710, 5.102618], [-1.355585, -3.222303, 5.847994], [0.197889, -4.025471, 6.377040], [0.619970, -4.874819, 5.246535], [1.275308, -3.066938, 6.651701], [0.025182, -4.956817, 7.721865], [1.616389, -1.356075, 1.503604], [2.754980, -2.002864, 2.339048], [2.796561, -3.578173, 2.313506], [3.626508, -3.983840, 3.412106], [5.471785, 2.510653, -0.121280], [5.610743, 1.076522, 1.054825], [5.036808, 2.703193, 1.628459], [2.977278, 2.402761, -0.135705], [4.142082, -0.503188, 0.232417], [3.244131, 0.174094, -1.193093], [0.567995, 0.621122, -0.926495], [-1.700016, -2.320665, -1.143042], [-1.620429, -2.324553, 2.470297], [-0.161618, -3.402256, 2.460514], [0.921899, -2.427292, 4.309758], [0.318934, -0.794340, 3.872309], [-2.104856, -1.638982, 4.554420], [-0.977937, -1.003836, 5.816183], [-2.008124, -3.938586, 5.268116], [-1.939375, -2.988836, 6.791924], [-0.842651, -4.703257, 8.104185], [2.680907, -1.703345, 3.426772], [3.745124, -1.617395, 1.988255], [1.799887, -4.079860, 2.434301], [3.251474, -3.954523, 1.360235], [3.215758, -4.706535, 3.914516], [-1.805502, -0.463373, -7.585440], [-2.536175, 0.106534, -6.063909], [-3.754438, -0.700032, -5.675865], [-5.120663, -0.431126, -6.786029], [-2.777404, 1.161129, -6.178128], [-1.770054, 0.014685, -5.292281], [-4.091831, -0.403309, -4.681464], [-3.540283, -1.765972, -5.658501], [-2.454098, 2.879965, -2.986214], [-2.702189, 4.433166, -3.833543], [-3.066340, 4.240025, -5.285856], [-1.710625, 3.581666, -6.233717], [-1.793871, 5.025117, -3.723005], [-3.510022, 4.951313, -3.317126], [-3.330582, 5.199461, -5.731554], [-3.915605, 3.566012, -5.401273], [8.068530, 1.712536, 2.533643], [8.386615, 0.274276, 3.537269], [8.047606, -1.011968, 2.818583], [6.291451, -1.200351, 2.568398], [7.821388, 0.376792, 4.463026], [9.448713, 0.289698, 3.783181], [8.374349, -1.865067, 3.413578], [8.535007, -1.068112, 1.845902], [-2.170566, -5.110925, -3.238707], [-1.539698, -3.772893, -4.232168], [-0.123070, -4.019287, -4.692508], [1.039480, -3.973126, -3.341854], [-1.616291, -2.855076, -3.650122], [-2.196105, -3.684435, -5.096302], [0.176901, -3.242370, -5.396831], [-0.024188, -4.984364, -5.187977], [0.569372, 3.473899, -1.249559], [1.188361, 4.817188, -2.240534], [2.583989, 4.545716, -2.766422], [3.804204, 4.543914, -1.462376], [1.157337, 5.725375, -1.637893], [0.495959, 4.938794, -3.074258], [2.873032, 5.328310, -3.468160], [2.640269, 3.588147, -3.283682], [3.050752, -5.966458, -0.356521], [3.073939, -6.748465, -1.959226], [4.454244, -7.237518, -2.334795], [5.583937, -5.892759, -2.635238], [2.688839, -6.037163, -2.687813], [2.383895, -7.591418, -1.909266], [4.401739, -7.818479, -3.255956], [4.881070, -7.869722, -1.556799], [-0.412465, 8.433608, -2.816272], [-0.993402, 8.754699, -1.160932], [0.106084, 9.268199, -0.257643], [1.329750, 8.019069, 0.084108], [-1.432786, 7.835888, -0.773513], [-1.783029, 9.502112, -1.242475], [-0.314690, 9.570348, 0.701680], [0.614700, 10.128381, -0.691596], [-4.574973, -1.758140, 5.294607], [-5.743268, -3.101113, 5.301492], [-5.355654, -4.193410, 6.271331], [-3.891895, -5.083440, 5.758099], [-5.828372, -3.480445, 4.283763], [-6.706212, -2.678943, 5.589586], [-6.159309, -4.926989, 6.336965], [-5.173618, -3.796726, 7.269579], [-7.614744, 6.988090, -0.898441], [-7.687260, 6.235619, -2.510685], [-6.344396, 5.696554, -2.948788], [-5.169139, 6.999207, -3.272850], [-8.069993, 6.975544, -3.212811], [-8.408494, 5.420276, -2.447513], [-6.456334, 5.134127, -3.876706], [-5.914564, 5.033097, -2.198154]], "atomic_forces_ev_per_a": [[-0.703, 0.210, 0.399], [0.985, 0.493, -0.739], [0.196, -0.130, -0.734], [-0.977, 0.508, 0.914], [-0.507, -1.480, 0.642], [0.746, -2.637, 3.060], [-2.143, 0.747, -0.295], [0.165, 1.165, -0.494], [1.203, -0.211, -1.217], [0.028, -1.655, 0.573], [-0.150, 0.707, -0.911], [-0.750, -0.781, 1.249], [1.552, -0.328, 0.648], [1.945, 1.725, -2.636], [0.637, -1.091, 1.797], [-0.409, 1.286, -0.566], [0.438, -0.424, -0.669], [-1.309, 0.640, 1.230], [4.511, -0.221, -2.454], [-1.633, 0.348, 1.628], [-2.447, -0.494, 0.621], [-1.415, 1.372, -1.404], [1.916, 1.418, -1.847], [-0.851, -0.371, 0.636], [0.107, -0.384, 0.250], [-0.255, 0.048, -0.284], [-0.542, -0.751, 0.686], [-0.634, 0.938, -0.376], [0.190, -0.739, -1.020], [0.605, -1.260, 1.124], [-0.890, 0.451, -0.194], [0.120, 0.081, 0.925], [-0.204, -0.224, 0.437], [-0.664, 0.732, 0.164], [1.066, 0.428, -0.204], [-0.451, 1.094, -0.359], [-1.027, 0.314, -0.133], [-0.312, -1.100, 0.276], [0.956, -0.245, 0.776], [0.027, -0.983, -0.514], [1.434, 0.760, 0.624], [0.553, -0.298, -0.973], [0.491, -0.401, 0.163], [0.022, -0.215, -1.211], [-1.085, -0.241, 0.138], [0.631, 0.730, -0.255], [-0.446, 0.497, 0.696], [0.008, 0.413, -0.321], [-0.003, -0.020, -0.005], [-0.061, -0.017, 0.206], [0.048, 0.071, 0.152], [0.018, -0.019, -0.008], [0.011, -0.119, -0.067], [-0.073, -0.006, 0.001], [0.064, 0.059, -0.054], [-0.020, -0.005, -0.108], [-0.054, -0.101, -0.075], [-0.100, 0.131, 0.016], [-0.158, 0.124, 0.044], [0.105, 0.026, -0.037], [-0.045, -0.080, -0.044], [0.090, -0.073, -0.086], [0.062, -0.009, 0.086], [0.103, -0.022, 0.045], [-0.004, -0.010, 0.015], [0.057, -0.101, 0.130], [0.308, -0.003, 0.023], [-0.035, -0.003, 0.002], [-0.038, 0.003, -0.127], [-0.043, -0.054, -0.083], [-0.076, 0.071, 0.030], [-0.111, 0.075, 0.041], [0.012, 0.046, 0.105], [-0.005, 0.067, -0.100], [-0.052, 0.053, -0.266], [-0.019, 0.066, 0.121], [0.067, -0.050, -0.020], [0.058, -0.057, -0.046], [-0.057, 0.004, 0.077], [-0.033, 0.032, 0.129], [0.013, -0.164, 0.282], [0.238, 0.291, -0.319], [-0.167, 0.052, -0.116], [-0.059, 0.029, -0.066], [0.028, -0.152, 0.042], [0.091, -0.086, -0.010], [-0.071, 0.021, 0.095], [-0.016, 0.036, 0.113], [-0.033, 0.041, -0.025], [-0.031, -0.192, -0.234], [-0.050, -0.141, 0.019], [-0.006, 0.022, 0.034], [0.105, 0.002, 0.105], [0.091, 0.004, 0.046], [-0.068, 0.073, 0.028], [-0.023, 0.126, -0.009], [0.026, -0.103, -0.033], [-0.126, 0.084, 0.206], [-0.133, 0.142, -0.018], [0.056, -0.051, -0.020], [0.112, 0.029, -0.044], [0.095, 0.008, -0.010], [-0.035, -0.083, -0.059], [-0.004, -0.133, -0.044], [-0.018, 0.029, 0.009], [-0.223, -0.203, -0.038], [-0.236, 0.045, 0.112], [-0.538, -0.321, 0.054], [0.096, 0.025, 0.078], [0.074, -0.041, 0.063], [0.047, 0.037, -0.070], [0.064, 0.002, -0.111], [0.035, 0.018, -0.023], [-0.082, -0.065, -0.084], [-0.121, -0.204, -0.031], [0.009, 0.088, 0.018], [0.107, -0.004, 0.074], [0.102, -0.009, 0.001], [-0.064, 0.087, 0.016], [-0.033, 0.135, 0.024]]}


(2)
{"formula": "C32H58BrClNO10S2", "method": "ωB97M-V/def2-TZVPD", "total_energy_ha": -5891.36795, "homo_ev": -10.1, "gap_ev": 5.74, "charge": 1, "species": ["C", "C", "C", "C", "C", "C", "C", "C", "C", "O", "O", "Br", "C", "C", "C", "C", "C", "O", "C", "O", "C", "C", "S", "C", "C", "N", "Cl", "C", "S", "H", "H", "H", "H", "H", "H", "H", "H", "H", "H", "H", "H", "H", "H", "H", "H", "H", "H", "H", "H", "H", "H", "H", "H", "H", "H", "H", "H", "H", "H", "C", "O", "C", "C", "O", "C", "C", "O", "C", "H", "H", "H", "H", "H", "H", "H", "H", "H", "H", "H", "H", "H", "H", "C", "O", "C", "C", "O", "C", "C", "O", "C", "H", "H", "H", "H", "H", "H", "H", "H", "H", "H", "H", "H", "H", "H"], "xyz": [[2.804742, -1.637228, 2.504658], [2.283913, -0.168308, 2.542411], [2.308111, 0.400278, 1.107225], [2.136244, 1.929842, 1.037507], [2.834566, 2.616870, -0.157310], [4.314391, 3.050236, 0.094739], [5.212569, 1.833492, 0.177377], [5.609195, 1.193562, -0.998840], [5.114136, 1.789361, -2.291802], [5.701942, 2.734885, -2.760018], [4.025818, 1.222371, -2.868136], [3.644721, 1.943906, -4.513248], [6.433731, 0.082727, -0.997422], [6.826963, -0.486935, -2.341572], [8.353417, -0.322338, -2.680070], [9.116484, -1.669357, -2.845529], [10.054346, -1.653753, -4.077888], [11.183563, -2.518843, -3.811788], [10.808117, -3.779233, -3.477543], [9.984108, -4.428233, -4.073313], [6.866334, -0.416065, 0.206137], [7.792505, -1.610260, 0.282427], [7.148544, -3.147150, -0.451052], [5.523764, -3.460123, 0.292285], [4.381917, -3.174056, -0.697138], [6.480367, 0.203073, 1.340674], [6.996719, -0.362280, 2.863985], [5.687932, 1.296755, 1.354124], [5.329418, 2.017358, 2.932080], [2.140123, -2.308982, 3.052731], [3.785664, -1.732734, 2.989928], [2.922198, -1.985028, 1.476273], [2.914422, 0.392531, 3.233639], [1.252745, -0.227638, 2.899104], [3.216084, 0.019288, 0.621171], [1.467359, -0.050362, 0.568105], [1.064138, 2.112336, 0.899746], [2.378052, 2.414737, 1.990082], [2.236001, 3.459785, -0.511448], [2.851569, 1.901966, -0.986153], [4.598772, 3.655467, -0.770193], [4.399123, 3.707102, 0.958388], [6.540169, -1.532593, -2.452329], [6.301295, 0.033791, -3.146473], [8.852805, 0.323438, -1.950245], [8.424411, 0.209615, -3.635082], [9.795604, -1.754952, -1.990067], [8.411504, -2.498063, -2.884719], [10.480138, -0.650659, -4.115796], [9.540414, -1.948927, -4.992644], [11.284953, -4.208484, -2.579473], [8.706371, -1.323837, -0.242480], [8.096628, -1.839303, 1.302010], [5.356306, -2.891843, 1.211793], [5.465698, -4.520436, 0.551093], [4.547372, -3.656531, -1.664573], [3.422890, -3.521226, -0.303984], [4.316636, -2.096822, -0.898397], [4.264546, 2.797223, 2.675628], [-5.905185, -0.092634, 2.104934], [-4.864499, 0.411052, 1.290041], [-4.146471, 1.472540, 1.894554], [-2.676915, 1.413006, 1.535585], [-1.952771, 0.376795, 2.189929], [-2.191786, -0.962605, 1.770892], [-1.673970, -1.281530, 0.384080], [-2.528567, -0.747386, -0.611489], [-1.845799, -0.398742, -1.794304], [-6.716100, 0.637869, 2.189358], [-6.291834, -0.996277, 1.636808], [-5.532252, -0.355245, 3.101084], [-4.253335, 1.441289, 2.984509], [-4.569455, 2.415829, 1.525603], [-2.219724, 2.343471, 1.883034], [-2.530454, 1.375057, 0.454883], [-3.244204, -1.225663, 1.874782], [-1.635887, -1.582634, 2.479351], [-1.644780, -2.370455, 0.245721], [-0.658152, -0.879814, 0.279219], [-1.003479, 0.271053, -1.577867], [-2.545465, 0.132621, -2.437139], [-1.487693, -1.292406, -2.317189], [-14.103666, -0.141521, 0.920031], [-13.133726, 0.881620, 0.858840], [-12.518169, 1.144484, 2.109700], [-11.054555, 1.495293, 1.940807], [-10.216586, 0.392070, 1.617217], [-10.328399, -0.146055, 0.304124], [-9.813423, 0.763521, -0.793043], [-10.741456, 1.799760, -1.069793], [-10.124174, 2.984819, -1.520274], [-14.985439, 0.191188, 1.478332], [-14.401012, -0.381315, -0.099683], [-13.693081, -1.047041, 1.380683], [-12.606708, 0.277460, 2.773854], [-13.041513, 1.994113, 2.566744], [-10.692566, 1.852871, 2.908246], [-10.918365, 2.314255, 1.233468], [-11.347068, -0.477418, 0.102478], [-9.698121, -1.038862, 0.312376], [-9.682442, 0.178026, -1.712545], [-8.844893, 1.179686, -0.491528], [-9.345101, 3.311169, -0.821304], [-10.887447, 3.760137, -1.564540], [-9.695882, 2.847135, -2.519163]], "atomic_forces_ev_per_a": [[0.151, 0.261, 0.437], [0.075, -1.246, -0.672], [-0.087, 0.160, 0.730], [-0.405, 0.063, -0.588], [0.252, -0.395, 0.421], [-0.801, -0.170, -0.434], [0.086, 0.403, -0.739], [-1.233, 0.148, 0.504], [0.728, 1.187, -1.144], [-0.339, -0.796, 0.453], [0.692, -0.135, 0.563], [-0.168, -0.091, 0.042], [-0.343, 0.044, -1.346], [0.880, 0.111, -0.505], [-0.266, -0.529, -0.402], [0.239, 0.887, -0.112], [-0.143, -0.003, 0.838], [-0.340, -0.258, 0.632], [-0.655, -0.995, -0.658], [0.371, 0.761, 0.408], [0.876, -1.131, 0.042], [-0.413, 0.127, 0.489], [0.348, -0.254, -0.151], [-0.863, 0.078, -0.189], [0.239, 0.385, -0.105], [-0.218, 0.201, 0.377], [0.091, -0.141, -0.061], [-0.917, 1.230, 0.983], [0.440, -0.380, 0.482], [0.060, -0.029, -0.207], [-0.085, 0.088, -0.106], [-0.190, -0.116, 0.069], [-0.288, 0.236, -0.058], [0.128, 0.530, 0.139], [0.036, 0.366, -0.071], [0.233, -0.062, -0.075], [0.102, 0.026, 0.211], [0.101, -0.061, -0.099], [0.281, 0.125, 0.182], [-0.173, 0.103, 0.060], [0.271, -0.110, 0.176], [0.045, -0.115, -0.007], [0.025, 0.051, 0.282], [-0.171, 0.021, 0.376], [-0.065, -0.085, -0.044], [-0.126, 0.055, 0.163], [-0.187, -0.430, -0.027], [0.216, -0.079, 0.071], [0.090, -0.164, -0.491], [0.116, 0.165, -0.023], [0.475, 0.451, -0.316], [-0.110, -0.345, -0.198], [-0.107, 0.217, -0.107], [0.278, -0.037, -0.013], [0.412, 0.118, 0.095], [0.053, -0.081, 0.185], [0.105, 0.057, 0.015], [-0.119, -0.126, 0.062], [0.232, -0.286, -0.534], [-0.040, 0.120, -0.152], [0.200, -0.254, 0.194], [-0.188, -0.078, -0.297], [0.066, 0.146, 0.038], [0.082, -0.036, -0.064], [0.093, -0.011, 0.144], [-0.423, -0.135, -0.142], [0.192, 0.349, 0.035], [-0.189, -0.105, 0.065], [-0.055, -0.070, 0.137], [0.004, 0.056, -0.084], [-0.046, 0.062, 0.037], [0.029, 0.000, 0.004], [0.119, 0.138, 0.159], [0.006, -0.042, 0.089], [-0.182, -0.131, -0.040], [-0.052, 0.027, -0.214], [0.042, 0.054, 0.003], [0.214, -0.030, 0.158], [0.019, 0.011, -0.002], [0.070, -0.058, -0.034], [-0.039, -0.071, 0.004], [0.118, 0.059, -0.053], [-0.006, 0.179, -0.037], [0.176, -0.288, -0.025], [-0.142, 0.169, -0.246], [0.091, 0.061, 0.155], [-0.040, 0.040, -0.078], [0.127, -0.119, 0.073], [-0.362, -0.008, -0.151], [0.123, 0.171, 0.265], [-0.158, -0.118, -0.032], [-0.029, -0.128, 0.046], [-0.006, 0.085, -0.006], [-0.053, 0.000, 0.063], [0.026, -0.006, -0.003], [0.103, -0.026, 0.209], [0.002, -0.085, 0.024], [-0.171, -0.061, -0.132], [-0.059, 0.172, -0.125], [0.049, 0.043, 0.039], [0.209, -0.101, 0.073], [0.012, -0.006, 0.006], [0.075, -0.007, -0.070], [-0.036, -0.055, -0.055], [0.109, 0.086, 0.018]]}